[1]
C2H4N2O2 in the gas phase in a non-equilibrium geometry. Source: the OMol25 dataset; level of theory: ωB97M-V with the def2-TZVPD basis set.

```
10
Properties=species:S:1:pos:R:3
N 2.08888 0.85636 0.53648
H 2.25884 1.86700 0.49949
C 0.80775 -0.81579 -0.83034
C -0.60436 -0.69865 -0.25934
N 1.54697 0.34572 -0.63320
O 2.94948 0.17671 -0.32224
H -0.52979 -0.38605 0.75905
H -1.23066 -0.03380 -1.01255
H -1.30437 -1.58691 -0.32507
O 1.25477 -1.74101 -1.41688
```

Values from the calculation:
Calculated total energy = -9208.658 eV
Highest occupied orbital energy = -10.2 eV
Gap between HOMO and LUMO = 0.4069 hartree

Results of the Mulliken charge analysis, in e, for atoms 1 through 2:
1. N -0.26
2. H 0.27

=====

[2]
C8H25BrNO2Si2 as an isolated structure in a non-equilibrium geometry. Source: the OMol25 dataset; level of theory: ωB97M-V with the def2-TZVPD basis set.

```
39
Properties=species:S:1:pos:R:3
H 4.02198 1.65759 2.19590
C 2.98882 1.90460 1.91348
H -1.07965 0.40410 0.91560
H -2.98639 4.25113 -1.77678
H 2.97286 2.90414 1.45705
H -3.62869 0.33308 -0.85280
H -3.58907 0.48142 0.94617
C 2.35421 0.86513 0.95749
H 1.49012 0.34278 1.38977
O 3.20532 -4.91612 -1.34291
H -2.65770 4.63243 -0.26732
C -3.91135 3.08605 -0.41604
H -1.87568 -1.81956 1.51134
H -2.79247 -1.96629 -0.05647
H 3.99106 -0.56920 1.32017
H -0.19310 -1.87983 -1.70844
O 1.07812 -2.20873 0.52294
C 3.37305 -0.22279 0.47660
C -2.67905 2.18998 -0.10987
H -1.92938 2.24972 -0.91713
H 2.27521 -4.74446 -1.07953
H -0.64353 -3.95617 -0.51889
Si -0.36491 -2.51780 -0.38676
H -2.22359 2.45745 0.85779
H 2.41435 2.00084 2.84924
H 3.79655 -4.93545 -0.56277
H 2.00447 -1.12632 -1.68143
C -1.85507 -1.63606 0.42413
C -3.03136 0.66238 0.00956
H 3.38133 -2.74235 -0.66588
H -4.61707 2.63330 -1.12251
C -1.68122 -0.10163 0.14651
H -4.44260 3.25807 0.53391
H -1.16047 0.00789 -0.82350
Si 2.42874 -1.65674 -0.37147
N -3.44032 4.42358 -0.88250
H 4.01700 0.20481 -0.31349
Br 1.70280 1.78145 -0.69249
H 3.28667 -5.73244 -1.87869
```

Values from the calculation:
Calculated total energy = -100077.447 eV
Highest occupied orbital energy = -10.8 eV
Net charge = +1
Gap between HOMO and LUMO = 0.2095 hartree

Results of the Mulliken charge analysis, in e, for atoms 1 through 2:
1. H 0.32
2. C -1.17

=====

[3]
A 9-piece molecular cluster, C19H44N4O7S overall in a non-equilibrium geometry. Source: the OMol25 dataset; level of theory: ωB97M-V with the def2-TZVPD basis set.

```
75
Properties=species:S:1:pos:R:3
H -3.64556 -5.34759 -2.43612
H 2.39230 -0.20496 -5.28016
H -4.51516 0.85217 3.04737
C 1.36095 0.03768 -5.04095
C 4.84036 2.42302 1.07225
C 4.37104 -2.37281 0.07123
O 2.43812 0.09444 -1.46518
H 3.95114 3.81943 -0.25378
H 3.98706 -2.49226 -0.93702
H -1.88404 -1.00036 0.14612
H 1.49217 3.99552 0.02149
C 1.04671 -3.88623 0.77879
O 2.02760 2.24142 -0.31393
N 1.15882 -3.49019 -0.29150
H -3.00439 -0.64210 4.32758
H -2.36558 0.36960 -0.69917
C -0.39262 -0.44602 -1.37466
H 0.98702 7.98723 -0.62931
H 3.55701 -2.39552 0.78553
H -1.95184 0.84446 2.57844
H -0.25508 -3.65884 -1.83346
H -5.09952 -1.05855 0.25082
O 0.13739 0.80589 -0.93291
H 2.69725 -0.00844 1.41350
N 0.95678 2.60182 -5.36424
H 0.72468 7.27892 1.00561
C 0.61798 7.12831 -0.06841
H 0.94666 -3.47011 2.81439
H -2.42238 -1.18803 -1.51115
C -1.81969 -0.56265 -0.85753
O -4.78609 -0.56769 1.01584
N 5.19776 1.36634 1.33274
H -5.65493 2.10274 2.72173
C -1.34188 0.09944 3.10232
H -2.75242 -3.04947 -2.79005
H -5.25612 1.27403 0.13342
H 0.60399 -0.51845 -5.58403
O -2.76239 -1.81211 2.65339
C -4.87836 1.49998 2.24769
H 5.16937 4.50702 0.90334
H -4.09989 2.20621 1.95746
H -3.39503 -1.31116 2.11590
S 1.68343 0.87342 -0.52544
H 1.56323 -5.10242 2.40741
H 3.55600 4.02964 1.40440
H -1.59277 -1.68678 4.27280
H 1.13241 0.61314 1.79917
H 0.20593 -1.30884 -1.08497
C -5.39656 0.70267 1.05829
C 1.47338 5.94198 -0.46721
H -2.08736 -5.82560 -1.64462
C 1.13823 1.47652 -5.23619
H -0.79057 0.60292 3.89936
C -2.19570 -0.99505 3.67796
H -0.43820 -0.49720 -2.46507
C 4.38603 3.77223 0.74033
C -2.56464 -5.21753 -2.41422
O -0.77689 -3.59410 -2.64371
H 4.91593 -1.42758 0.18992
H 1.30077 -0.99375 1.05177
O 1.01465 4.80739 0.24620
H 1.45283 5.78042 -1.55187
H -0.15384 -4.79370 2.17165
H -6.49022 0.65523 1.14857
H -0.43297 6.93855 -0.27459
C 1.66526 0.03072 1.05205
C 5.44939 -3.32231 0.34001
N 6.29492 -4.06881 0.55620
H -0.70977 -0.28284 2.30589
C 0.83228 -4.33262 2.16548
H -2.16515 -5.58294 -3.36311
H 2.52984 6.11939 -0.21855
H -2.29116 -3.44618 -1.21172
C -2.13273 -3.77363 -2.24929
H 1.24480 -0.14442 -3.97034
```

Values from the calculation:
Calculated total energy = -51542.056 eV
Highest occupied orbital energy = -9.9 eV
Gap between HOMO and LUMO = 0.3686 hartree

Results of the Mulliken charge analysis, in e, for atoms 1 through 2:
1. H 0.37
2. H 0.29

=====

[4]
C11H24Cl2N2O2PSTl as an isolated structure in a non-equilibrium geometry. Source: the OMol25 dataset; level of theory: ωB97M-V with the def2-TZVPD basis set.

```
44
Properties=species:S:1:pos:R:3
H -3.37078 0.22646 4.08964
C 0.64583 -0.46292 -3.53756
O -1.72778 -2.29588 -0.16578
Tl 0.12263 0.03416 -0.25144
H -0.72233 -0.00107 6.38366
H 2.57814 0.72629 2.79979
H -0.07898 -3.75530 -1.52797
C 0.00783 0.00002 3.86403
H -1.83336 2.18157 -2.22672
Cl 2.49519 -0.61043 -0.09844
H 2.56695 -0.13547 5.93495
C 0.46523 -2.94543 -1.04655
C 1.50980 -0.08364 5.74487
H 1.04560 -0.97143 6.16647
C 2.48533 -0.15492 3.44905
H -2.25580 0.52686 -2.76891
P 0.10424 0.81120 -2.43414
H -2.59159 -0.69024 2.81108
H 0.67778 3.08658 -2.11648
Cl 0.60880 2.51715 0.53676
C -2.46631 0.18148 3.46916
S -0.00818 -0.05267 2.21381
H -2.12129 1.00145 5.97475
H -0.04580 -1.31026 -3.52266
H 1.13303 0.84657 6.16196
H 3.38688 -0.20419 4.06712
N -1.26781 0.07814 4.38792
C -1.58808 0.07616 5.76096
H -2.25328 -0.76700 5.94271
O -2.98553 0.81953 0.27134
N 1.28858 -0.07569 4.36345
H -1.44032 1.65505 -3.90378
H 2.09990 2.04782 -1.84748
H 1.65709 -0.79698 -3.28689
C -0.62125 -2.13390 -0.51500
C -1.53194 1.34211 -2.86115
C -1.91081 0.51378 0.08231
C 1.21886 2.20673 -2.48135
H 1.11886 -2.40922 -1.74799
H 1.08471 -3.29480 -0.21062
H -2.46993 1.09610 2.86111
H 0.63274 0.02540 -4.51353
H 2.47384 -1.05376 2.81815
H 1.49607 2.29680 -3.53453
```

Values from the calculation:
Calculated total energy = -68712.478 eV
Highest occupied orbital energy (alpha / beta) = -14.7 / -14.6 eV
Net charge = +2
Gap between HOMO and LUMO (alpha / beta) = 0.1516 / 0.1526 hartree

Results of the Mulliken charge analysis, in e, for atoms 1 through 2:
1. H 0.42
2. C -1.34

=====

[5]
A 4-piece molecular cluster, C22H35FO7P overall in a non-equilibrium geometry. Source: the OMol25 dataset; level of theory: ωB97M-V with the def2-TZVPD basis set.

```
66
Properties=species:S:1:pos:R:3
H -0.32962 2.44508 0.86243
H -5.57631 4.09525 5.06672
C 2.34422 0.96733 -1.70848
C -1.70929 -3.71394 -1.41590
H 6.79316 4.40463 -3.23518
H -7.25100 3.73979 4.60915
H 0.80066 2.40248 -1.34529
C 5.18111 3.16461 -3.90228
C 2.43970 -0.87792 -0.16369
C 6.52229 3.34801 -3.24159
O -1.85627 1.91889 -1.41820
H -6.43033 5.18354 3.95891
H 0.96142 -6.74393 1.62800
H -1.42870 2.73103 -1.10743
H 7.28236 2.77740 -3.77694
P -1.86100 0.89553 -0.18000
H 2.23413 -2.93180 0.20677
H 4.04193 3.41599 -5.68686
H -1.78714 -4.72953 -0.99212
C -4.33757 1.93391 -0.28638
C -1.70714 -0.74198 -0.91762
C 2.80912 -5.96518 3.64732
H -0.46726 0.95999 1.84150
O -4.73828 2.75001 3.12776
H 3.82636 -2.49703 -0.34156
H 0.96850 -0.84241 1.40393
C 3.02145 -2.18210 0.31846
C -6.66371 3.27621 1.86299
H 5.75285 3.04479 -5.96173
C -3.43219 1.18944 0.70453
H -6.79428 4.28188 1.46095
H 3.28247 -6.92565 3.85505
C 1.28150 1.48900 -1.02341
H 6.47212 2.99121 -2.21504
C 2.88633 -0.20167 -1.25825
H -6.17975 2.66791 1.11012
H 3.38647 -5.17797 4.12732
H 2.06044 -6.42296 0.27317
O 3.32264 -4.76793 1.66003
H -1.80222 -2.38275 0.53602
C -6.30049 4.14220 4.25650
H -3.22806 1.85748 1.54918
H 1.79686 -5.95953 4.05492
H -3.91528 0.30901 1.11599
O -2.77367 -2.88309 -1.17042
C 5.05490 3.60450 -5.33768
H 2.70949 1.49227 -2.58115
H 3.29047 -2.18102 1.36995
H -0.67234 -1.04583 -1.07267
C -5.80124 3.33360 3.09062
C 1.36793 -0.35016 0.52567
C -0.39972 1.35339 0.82800
F -4.37092 3.28205 -0.22292
C -2.45495 -1.88506 -0.18455
H -2.15732 -0.66312 -1.91301
O -4.95808 1.34477 -1.12414
H 3.70946 -0.61165 -1.83305
H 2.44712 -7.70982 1.42845
H -3.39402 -1.56572 0.25422
H -7.63637 2.84402 2.10114
O -0.73553 -3.40918 -2.04774
H 5.26363 4.67199 -5.42007
O 4.24334 2.68314 -3.30315
C 2.76876 -5.72080 2.15951
C 2.00803 -6.71744 1.31959
C 0.81880 0.81486 0.07360
```

Values from the calculation:
Calculated total energy = -49714.653 eV
Highest occupied orbital energy = -11.5 eV
Net charge = +1
Gap between HOMO and LUMO = 0.3238 hartree

Results of the Mulliken charge analysis, in e, for atoms 1 through 2:
1. H 0.51
2. H 0.33

=====

[6]
A 4-piece molecular cluster, C37H28BBr2F6N4O11P overall in a non-equilibrium geometry. Source: the OMol25 dataset; level of theory: ωB97M-V with the def2-TZVPD basis set.

```
90
Properties=species:S:1:pos:R:3
C 4.63086 2.14854 6.29998
C 3.66530 2.14227 5.30973
C -2.64557 -0.58093 4.19658
C 0.31816 0.83147 -2.21497
C -1.92225 1.67004 -1.84644
N -5.72119 -5.79977 -3.24087
C -3.53741 -1.60487 -4.00788
O -6.36872 -5.01491 -5.43534
H -6.80007 -4.25492 -5.83462
H 2.80172 1.16058 8.94527
C -0.89093 0.38496 2.90758
O 1.97622 2.22064 -0.64476
H -5.27476 -6.61776 -3.64675
C -1.31696 -0.57718 3.80478
C 6.66226 5.56644 1.30754
H -3.76522 2.05513 2.38543
H 1.05300 1.12060 7.20021
C 7.52367 4.53297 1.65115
H -0.62826 -1.31221 4.19437
C -2.16866 -1.07372 -4.41289
C 5.30746 5.31748 1.12916
O 5.93423 0.79503 2.17292
C 5.68328 3.02206 1.64287
C -0.14097 -0.11834 -3.14639
N 6.01085 2.52103 5.94619
O -4.42240 1.68881 -3.36721
C -1.51974 -0.15524 -3.41237
H 5.11114 1.81736 8.36377
H 2.52934 -2.73002 -2.74376
F -1.93261 -3.93485 -4.55675
Br -6.55159 0.23523 -1.84018
C -5.28852 -3.26400 -3.83243
F -7.31831 -3.96447 -1.89317
O 3.95471 1.51003 1.72338
O 1.25194 -0.44672 2.95290
C -4.02153 -2.89500 -4.26993
O 6.21966 2.83837 4.79315
H 4.63762 6.12325 0.86217
H 7.04681 6.57037 1.18371
C 0.82539 -1.01017 -3.88955
F -8.20645 -2.03151 -1.97801
C -0.56974 1.70606 -1.57130
N 5.15302 1.66804 1.85680
C 0.58484 -2.54199 -3.76312
H 7.69866 2.44281 2.08927
C 7.03425 3.24789 1.81473
C -5.60847 -1.08399 -2.85081
C -4.34493 -0.69178 -3.32709
C 4.80853 4.03626 1.29939
C -6.09586 -2.36788 -3.09339
C -2.37197 0.74064 -2.76321
F -3.64776 -5.10547 -5.05148
H -2.99520 -1.32341 4.90021
H 1.60809 1.75344 4.87593
C -3.79833 0.69239 -3.14967
C -7.45024 -2.88059 -2.65831
H 1.59970 1.80015 0.15480
O 0.87472 1.28267 1.73367
C 2.37291 1.76998 5.64037
C 1.59463 -3.26222 -2.85824
C 4.34155 1.80302 7.60663
F -8.15603 -3.24227 -3.74450
H 1.14498 -3.46590 -1.88985
O 0.63225 -3.13044 -5.05447
H -4.56056 0.36284 3.99993
C -1.75144 1.33372 2.38601
H 3.91072 2.41717 4.29458
O -1.64954 -1.28129 -5.46752
H 8.57674 4.72897 1.79699
H 3.75622 3.83433 1.16345
N 0.52188 0.40139 2.50335
C -3.52456 0.36688 3.68832
H -0.18074 2.43459 -0.87978
H 0.72523 -0.76940 -4.94513
H -1.39766 2.07324 1.68322
H -5.11656 -5.51852 -2.47777
C 3.04503 1.43537 7.92830
O 6.85190 2.48147 6.82012
F -3.09417 -3.47537 -6.33090
H 1.85905 -0.78906 -3.63615
Br 2.66587 -0.69815 -0.59266
H -2.61860 2.34556 -1.37511
H 1.80406 -4.22975 -3.30455
C -3.15978 -3.85418 -5.05410
H 1.36948 -2.74706 -5.53512
P 2.10472 1.10058 -1.81609
C -3.07875 1.32012 2.78209
C 2.06289 1.41546 6.94649
H -0.39591 -2.67548 -3.32075
B -5.83668 -4.74690 -4.21211
```

Values from the calculation:
Calculated total energy = -233657.461 eV
Highest occupied orbital energy = -9.0 eV
Gap between HOMO and LUMO = 0.2898 hartree

Results of the Mulliken charge analysis, in e, for atoms 1 through 2:
1. C 0.10
2. C -0.24

=====

[7]
C6H8CoO6 as an isolated structure in a non-equilibrium geometry. Source: the OMol25 dataset; level of theory: ωB97M-V with the def2-TZVPD basis set.

```
21
Properties=species:S:1:pos:R:3
O -2.11588 -0.33989 -0.52934
H -3.45069 0.09203 -2.03824
C 2.43611 1.08540 2.39989
H -2.98596 -2.05905 -3.26464
O 2.57146 -0.11228 0.41257
O 0.25942 0.63754 0.76461
C 1.91528 1.11928 0.95683
O 3.19811 -0.12674 2.51888
H -1.83432 -2.53078 -1.99226
Co -0.14376 2.39260 0.35064
H 2.56595 1.85351 0.43835
O 3.62713 -1.90544 1.23619
C -2.52090 -0.47756 -1.89503
H -1.75610 -0.03789 -2.55007
C -2.73806 -1.94222 -2.20055
O -2.00196 1.78815 0.04586
H -3.56744 -2.34870 -1.60557
H 3.09526 1.92702 2.64640
C 3.21468 -0.77534 1.35232
H 1.61421 1.04008 3.12784
C -1.38255 0.72028 -0.17468
```

Values from the calculation:
Calculated total energy = -56255.414 eV
Multiplicity = 6
Highest occupied orbital energy (alpha / beta) = -6.9 / -10.7 eV
Gap between HOMO and LUMO (alpha / beta) = 0.2381 / 0.3432 hartree

Results of the Mulliken charge analysis, in e, for atoms 1 through 2:
1. O -0.23
2. H 0.25

=====

[8]
A 2-piece molecular cluster, C4H12OS overall in a non-equilibrium geometry. Source: the OMol25 dataset; level of theory: ωB97M-V with the def2-TZVPD basis set.

```
18
Properties=species:S:1:pos:R:3
H 0.31677 -1.90705 1.88491
C 1.65285 -3.37167 -0.54226
C -1.19451 3.46657 -0.72420
H -1.07169 3.77840 0.30274
H -1.26463 1.71028 -1.84490
C -1.40536 1.95607 -0.83072
H 1.16858 -3.30601 -1.52232
H 0.92354 -3.90912 0.05760
H -0.58375 1.49031 -0.27381
H -0.36566 3.71442 -1.38313
S 1.85764 -1.70094 0.08943
H -2.03806 4.06603 -1.07968
H 1.75363 -0.84994 2.23754
H 2.56547 -3.96522 -0.59317
O -2.66796 1.47097 -0.43816
C 1.40376 -1.81183 1.86223
H 1.83390 -2.63848 2.35806
H -2.88450 1.80722 0.43982
```

Values from the calculation:
Calculated total energy = -17223.331 eV
Multiplicity = 2
Highest occupied orbital energy (alpha / beta) = 1.3 / -5.2 eV
Net charge = -1
Gap between HOMO and LUMO (alpha / beta) = 0.0795 / 0.3193 hartree

Results of the Mulliken charge analysis, in e, for atoms 1 through 2:
1. H 0.48
2. C -1.48